No. 1
{
  "formula": "C31H53NO10",
  "method": "ωB97M-V/def2-TZVPD",
  "gap_ev": 7.9,
  "smiles": "Cc1ccc(C(C)C)c(OCC2=C(CCCCN)C(=O)OC2=O)c1.COCCOCCOC.COCCOCCOC",
  "molar_mass_g_mol": 599.76,
  "homo_energy_ev": -8.52,
  "lumo_energy_ha": -0.0235,
  "symbols": ["C", "C", "C", "C", "C", "C", "C", "C", "C", "O", "C", "C", "C", "C", "C", "C", "C", "N", "C", "O", "O", "C", "O", "C", "H", "H", "H", "H", "H", "H", "H", "H", "H", "H", "H", "H", "H", "H", "H", "H", "H", "H", "H", "H", "H", "H", "H", "H", "H", "C", "O", "C", "C", "O", "C", "C", "O", "C", "H", "H", "H", "H", "H", "H", "H", "H", "H", "H", "H", "H", "H", "H", "C", "O", "C", "C", "O", "C", "C", "O", "C", "H", "H", "H", "H", "H", "H", "H", "H", "H", "H", "H", "H", "H", "H"],
  "xyz": [[-2.6386, 5.5004, 2.5875], [-2.6260, 5.1390, 1.1309], [-3.6184, 5.5439, 0.2519], [-3.5608, 5.1691, -1.0927], [-2.5288, 4.3920, -1.6100], [-2.4389, 4.0054, -3.0757], [-3.5967, 4.5911, -3.8865], [-1.1409, 4.5728, -3.6814], [-1.5272, 3.9737, -0.7088], [-0.4979, 3.2072, -1.2115], [-0.0044, 2.1984, -0.3474], [0.2074, 0.8872, -1.0550], [0.7888, -0.1651, -0.4869], [1.3601, -0.3843, 0.8653], [2.4065, 0.6491, 1.3137], [3.5337, 0.0312, 2.1170], [4.5610, -0.6464, 1.2170], [5.4456, 0.3827, 0.6458], [0.7608, -1.2738, -1.4944], [1.1670, -2.3762, -1.3783], [0.1401, -0.7994, -2.6134], [-0.1816, 0.5314, -2.4507], [-0.6670, 1.1681, -3.3058], [-1.5784, 4.3644, 0.6212], [-1.9149, 6.2787, 2.8147], [-3.6322, 5.7770, 2.9229], [-2.3419, 4.6229, 3.1614], [-4.4365, 6.1611, 0.5935], [-4.3484, 5.5343, -1.7292], [-2.4494, 2.9265, -3.1874], [-3.4620, 4.3229, -4.9294], [-3.5501, 5.6794, -3.8527], [-4.5719, 4.2809, -3.5217], [-1.2737, 4.8511, -4.7245], [-0.3186, 3.8699, -3.6176], [-0.8348, 5.4721, -3.1505], [-0.6720, 2.0068, 0.4906], [0.9771, 2.5113, -0.0014], [1.8050, -1.3774, 0.8645], [0.5332, -0.4307, 1.5763], [1.9121, 1.4464, 1.8629], [2.8399, 1.1222, 0.4320], [4.0705, 0.8377, 2.6178], [3.1743, -0.6246, 2.9082], [5.1542, -1.3249, 1.8344], [4.0745, -1.1604, 0.3920], [6.0414, 0.7576, 1.3748], [6.0822, -0.0509, -0.0125], [-0.7882, 4.0687, 1.3010], [-3.3684, -6.3663, -7.5152], [-2.0884, -5.9485, -7.0981], [-1.1755, -5.7064, -8.1535], [-0.4008, -4.4186, -7.9682], [-1.1513, -3.2262, -8.1218], [-2.1011, -2.8712, -7.1292], [-1.5234, -2.4708, -5.7884], [-0.9958, -3.5815, -5.0860], [0.2190, -3.3161, -4.4076], [-3.3717, -7.4334, -7.7644], [-4.0569, -6.1977, -6.6877], [-3.7185, -5.7891, -8.3775], [-1.6934, -5.6777, -9.1187], [-0.4571, -6.5363, -8.1814], [0.3431, -4.3829, -8.7687], [0.1540, -4.4237, -7.0283], [-2.8640, -3.6435, -7.0130], [-2.6061, -1.9893, -7.5318], [-2.3241, -2.0271, -5.1822], [-0.7512, -1.7098, -5.9479], [0.8921, -2.7021, -5.0170], [0.7073, -4.2727, -4.2185], [0.0293, -2.8248, -3.4599], [-0.4705, -2.9142, 7.1041], [0.8324, -2.5364, 7.4923], [1.7635, -2.4577, 6.4293], [2.6208, -1.2105, 6.4952], [1.9467, 0.0116, 6.2233], [0.9903, 0.4783, 7.1643], [1.5453, 0.9170, 8.5034], [1.9771, -0.1803, 9.2882], [3.1736, 0.0444, 10.0003], [-0.5388, -3.9980, 6.9621], [-1.1509, -2.6218, 7.9030], [-0.7791, -2.4052, 6.1848], [1.2534, -2.4921, 5.4599], [2.4268, -3.3303, 6.4923], [3.3699, -1.3032, 5.7038], [3.1711, -1.1531, 7.4353], [0.1766, -0.2368, 7.2926], [0.5551, 1.3659, 6.6978], [0.7528, 1.4407, 9.0531], [2.3692, 1.6191, 8.3322], [3.9114, 0.5764, 9.3904], [3.5871, -0.9280, 10.2662], [2.9845, 0.6095, 10.9193]],
  "forces_ev_per_angstrom": [[0.13, -0.50, -0.03], [-0.01, -0.03, -0.43], [0.33, -0.23, -0.14], [0.31, 0.10, 0.34], [0.07, -0.35, 0.18], [-0.13, 0.93, -0.27], [0.23, 0.06, 0.17], [0.24, -0.11, 0.08], [-0.52, 0.45, -0.08], [-0.49, -0.30, 0.31], [0.34, -0.04, -0.83], [0.02, 0.59, 0.35], [-0.07, -0.37, -0.38], [0.08, -0.10, 0.07], [-0.36, 0.09, -0.25], [0.26, 0.41, -0.07], [0.46, 0.47, 0.53], [-0.05, -0.09, -0.25], [-0.24, 1.14, 0.67], [0.32, -0.85, -0.08], [0.03, -0.40, -0.81], [0.49, -0.37, 1.41], [-0.56, 0.59, -1.06], [0.03, -0.07, 0.09], [-0.07, 0.24, 0.03], [-0.06, 0.26, 0.02], [0.02, -0.02, 0.16], [-0.09, 0.02, 0.09], [-0.07, -0.08, -0.21], [0.10, -0.21, 0.12], [-0.21, -0.22, -0.13], [-0.07, 0.14, 0.06], [-0.14, -0.14, -0.12], [-0.06, -0.10, -0.13], [0.08, -0.12, 0.02], [-0.02, 0.14, 0.05], [-0.05, 0.18, 0.18], [0.04, 0.10, 0.44], [0.03, -0.14, -0.02], [-0.03, 0.02, 0.16], [0.00, 0.08, 0.20], [0.16, 0.03, -0.06], [-0.01, 0.06, 0.22], [-0.17, -0.18, -0.06], [-0.21, -0.50, -0.18], [0.04, -0.32, 0.00], [-0.08, 0.08, 0.07], [-0.05, 0.05, -0.13], [0.06, -0.04, 0.00], [0.11, -0.07, 0.10], [-0.12, 0.29, -0.05], [0.02, -0.16, 0.07], [0.18, 0.03, 0.06], [-0.01, 0.03, -0.09], [-0.18, 0.00, 0.01], [-0.01, -0.11, 0.17], [0.23, -0.05, -0.35], [-0.20, -0.28, -0.04], [-0.07, 0.01, -0.09], [0.03, -0.04, 0.03], [0.00, -0.03, -0.02], [-0.05, 0.04, 0.02], [0.06, 0.04, -0.13], [-0.03, 0.01, -0.03], [-0.18, -0.07, 0.12], [0.11, -0.11, 0.13], [0.05, 0.01, -0.03], [-0.01, 0.16, -0.11], [0.01, 0.00, 0.02], [-0.03, 0.05, 0.03], [-0.06, -0.02, 0.01], [0.09, -0.07, -0.09], [0.11, -0.08, 0.11], [-0.10, 0.29, -0.09], [0.02, -0.17, 0.11], [0.12, 0.08, 0.02], [0.03, -0.08, -0.01], [-0.18, 0.05, -0.06], [-0.01, -0.08, 0.16], [0.20, -0.06, -0.27], [-0.15, -0.04, 0.08], [-0.07, 0.01, -0.09], [0.03, -0.04, 0.04], [0.00, -0.03, -0.02], [-0.04, 0.04, 0.01], [0.06, 0.03, -0.15], [-0.05, 0.04, -0.05], [-0.16, -0.08, 0.13], [0.09, -0.11, 0.14], [0.05, 0.02, -0.01], [0.00, 0.15, -0.11], [0.02, -0.01, 0.01], [0.00, 0.03, 0.01], [-0.06, -0.01, 0.04], [0.09, 0.07, -0.01]]
}

No. 2
{
  "formula": "C3H8O2",
  "method": "ωB97M-V/def2-TZVPD",
  "spin_multiplicity": 2,
  "gap_ev": [7.8, 4.3],
  "charge": 1,
  "molar_mass_g_mol": 76.09,
  "homo_energy_ev": [-14.77, -14.78],
  "e_above_lowest_kcal_mol": 54.9,
  "lumo_energy_ha": [-0.2549, -0.3835],
  "symbols": ["O", "C", "H", "H", "C", "O", "C", "H", "H", "H", "H", "H", "H"],
  "xyz": [[1.7778, 0.2250, 1.3206], [2.3145, 0.4183, 0.2824], [2.2156, -0.3554, -0.5146], [2.9682, 1.2936, 0.0962], [-1.2885, 0.2900, 0.2737], [-0.3343, 1.2717, -0.1741], [-0.9934, -1.0872, -0.2894], [-1.2324, 0.3226, 1.3563], [-2.2986, 0.6039, 0.0109], [-0.4295, 1.3523, -1.1307], [-0.0286, -1.4423, 0.0928], [-1.7065, -1.8315, 0.0556], [-0.9643, -1.0611, -1.3796]],
  "forces_ev_per_angstrom": [[0.18, -0.03, 0.53], [-0.28, -0.16, -0.42], [-0.09, 0.04, -0.01], [-0.08, 0.22, 0.12], [-0.16, 0.00, -0.04], [0.42, -0.27, -0.37], [0.41, 0.12, 0.41], [0.04, -0.14, 0.16], [0.00, 0.11, -0.10], [-0.17, 0.19, 0.03], [0.06, -0.01, -0.17], [-0.24, 0.06, -0.15], [-0.09, -0.14, 0.01]]
}

No. 3
{
  "formula": "C2H10N2P",
  "method": "ωB97M-V/def2-TZVPD",
  "gap_ev": 10.0,
  "charge": 1,
  "molar_mass_g_mol": 93.09,
  "homo_energy_ev": -13.98,
  "e_above_lowest_kcal_mol": 47.2,
  "lumo_energy_ha": -0.1475,
  "symbols": ["C", "C", "N", "N", "P", "H", "H", "H", "H", "H", "H", "H", "H", "H", "H"],
  "xyz": [[0.3092, 1.5875, 0.9434], [0.5405, -1.5853, 0.0752], [0.6757, 0.6060, -1.6409], [-2.1323, -0.3489, -0.2561], [0.0489, 0.1502, -0.1511], [1.3368, 1.5539, 1.0729], [-0.0374, 1.4046, 2.0110], [0.0318, 2.6071, 0.4736], [-0.0159, -2.0780, -0.7408], [0.2215, -1.8637, 1.1641], [1.6414, -1.7138, -0.0547], [0.6281, -0.1135, -2.3401], [0.2486, 1.4377, -1.9716], [-2.6426, -0.5352, 0.5725], [-2.1148, -1.2771, -0.7074]],
  "forces_ev_per_angstrom": [[-1.80, 0.00, 0.50], [0.82, 0.62, 1.90], [-0.84, -0.89, 2.01], [3.77, 0.84, -2.05], [-4.27, -0.92, -0.95], [2.43, 0.30, 0.01], [-0.32, 0.36, -1.57], [0.08, -1.93, 0.77], [0.20, -0.11, 0.69], [0.44, 0.11, -2.23], [-0.80, -0.01, 0.15], [0.14, -0.32, -0.39], [-0.19, 1.09, -0.59], [0.04, 0.29, 1.73], [0.30, 0.57, 0.01]]
}